151
Properties=species:S:1:pos:R:3:forces:R:3 method="wB97M-V/def2-TZVPD" e_lumo_ev=0.12 molar_mass_g_mol=803.2 de_lowest_kcal_mol=82.1 max_force_ev_per_a=2.7
O -5.59984 -20.11647 17.99067 -0.093 -0.917 0.204
H -6.23434 -19.49839 17.62790 -0.353 0.637 -0.105
H -4.78937 -19.61261 18.06485 0.309 0.185 -0.086
O -4.23177 -10.74685 18.85953 -0.324 -0.070 -0.019
H -3.64157 -10.44555 18.16879 0.122 0.132 -0.230
H -3.65024 -11.05308 19.55543 0.056 0.028 0.208
O -3.19640 -18.71963 18.21543 0.082 0.066 0.013
H -2.93237 -18.41981 19.08528 0.064 0.009 0.416
H -2.63794 -18.22874 17.61263 0.135 0.039 -0.280
O -10.60146 -16.16180 14.78282 -0.065 -0.003 -0.296
H -11.04203 -15.44138 15.23351 -0.133 0.236 0.073
H -10.22946 -16.69341 15.48655 0.136 -0.278 0.245
O -9.94316 -17.94122 17.71373 -0.157 0.084 -0.297
H -10.66241 -17.36983 17.98286 -0.269 0.278 0.164
H -10.16777 -18.79750 18.07785 -0.054 -0.357 0.004
C -13.20066 -17.57834 22.35518 0.730 0.741 -0.701
C -11.82306 -16.87708 22.16917 0.161 -0.775 -0.477
C -10.71740 -17.75896 21.50482 0.445 0.699 0.787
O -9.51433 -17.00061 21.27897 -1.028 0.934 0.420
C -8.47084 -17.75141 20.72834 -0.389 -0.527 0.117
N -12.05413 -15.69313 21.33958 -0.035 -1.008 0.010
H -13.85611 -16.77460 22.69052 -0.215 -0.179 0.329
H -13.25214 -18.41468 23.05230 0.226 0.070 -0.114
H -13.57708 -17.83680 21.36543 -0.024 -0.370 0.023
H -11.49686 -16.57061 23.16304 0.423 -0.175 0.222
H -11.04000 -18.17015 20.54829 -0.324 -0.135 -0.102
H -10.40503 -18.55001 22.18654 -0.439 -0.464 0.046
H -8.83818 -18.18797 19.79959 0.515 -0.118 -0.196
H -8.19106 -18.54620 21.41982 0.142 -0.312 0.024
H -7.59199 -17.12442 20.57800 -0.272 0.154 -0.166
H -11.20009 -15.15415 21.32461 -0.270 0.471 0.077
H -12.80008 -15.19859 21.80765 0.142 0.640 -0.226
C -7.07473 -15.72360 11.88374 -0.990 0.756 0.823
C -6.04808 -15.22719 10.89116 -1.960 0.388 0.163
C -5.93074 -13.69854 10.83967 -0.336 -0.874 -1.267
O -5.41448 -13.37579 9.53690 -0.004 -0.945 0.430
C -5.42662 -11.98200 9.34009 0.820 -0.939 0.324
N -4.81815 -15.80232 11.26453 1.651 -0.635 -0.192
H -6.84379 -15.27313 12.84907 -0.006 -0.445 0.320
H -7.18459 -16.80575 11.95435 0.724 -0.125 0.085
H -8.10664 -15.43941 11.67759 0.005 0.486 -0.375
H -6.45014 -15.58324 9.94265 0.352 0.325 -0.680
H -5.27636 -13.29252 11.61107 0.088 -0.096 0.189
H -6.93266 -13.28517 10.95528 -0.170 0.316 0.017
H -6.47937 -11.72774 9.21696 0.207 0.982 0.118
H -4.78366 -11.74442 8.49259 -0.468 -0.048 -0.317
H -4.87386 -11.61572 10.20518 -0.612 1.089 0.207
H -4.13602 -15.52485 10.57328 0.457 0.051 -0.037
H -4.90684 -16.80244 11.15506 0.207 -0.294 0.204
C -10.31562 -23.43773 15.11653 0.154 0.716 -1.909
C -9.03900 -22.62332 15.35855 -1.133 0.775 1.788
C -9.11920 -21.06436 15.32580 -0.065 -0.749 -1.940
O -9.37560 -20.64245 13.97782 0.112 -0.956 -0.689
C -8.62857 -19.59114 13.44116 0.273 1.344 0.814
N -8.75211 -22.95993 16.77215 0.331 0.006 0.248
H -10.04640 -24.47308 15.32555 -0.245 -0.135 -0.315
H -10.63774 -23.31052 14.08301 -0.095 -0.419 -0.201
H -11.18531 -23.16983 15.71650 0.303 0.306 0.371
H -8.21046 -22.93444 14.72231 -0.136 -0.055 -0.099
H -8.14695 -20.70098 15.65863 -0.043 0.234 0.280
H -9.96052 -20.65760 15.88689 0.108 -0.205 0.647
H -7.60465 -19.53726 13.81103 0.211 -0.297 0.265
H -9.10202 -18.65237 13.72866 -0.027 0.399 0.104
H -8.53678 -19.51514 12.35769 -0.501 -0.937 -0.133
H -9.36944 -23.74121 16.94122 0.499 -0.523 0.463
H -9.23005 -22.26634 17.32947 0.268 0.532 0.348
C -4.19629 -21.77265 20.77512 0.447 0.431 -1.173
C -3.83002 -20.66487 21.76093 -2.259 -1.118 -0.829
C -4.95824 -19.50016 21.73277 2.206 -0.736 -0.703
O -4.42015 -18.37152 22.41670 -1.479 1.058 0.705
C -5.37081 -17.27668 22.27377 0.852 -0.169 -0.205
N -3.81153 -21.26450 23.09326 -0.334 1.595 0.748
H -4.19697 -21.36349 19.76482 -0.069 -0.110 -0.170
H -5.15979 -22.26676 20.90009 -0.156 0.449 0.491
H -3.47031 -22.58569 20.77638 0.266 0.089 0.206
H -2.81584 -20.28997 21.62311 -0.206 0.617 -0.968
H -5.93781 -19.83789 22.07112 0.146 -0.253 0.813
H -5.17511 -19.15198 20.72290 0.321 -0.394 -0.601
H -5.39506 -17.01483 21.21596 -0.436 -0.148 -0.292
H -5.09097 -16.33796 22.75187 0.734 -0.403 0.453
H -6.36512 -17.49629 22.66266 -0.027 -0.446 -0.142
H -2.97985 -21.81436 23.25466 0.185 -0.375 -0.431
H -3.54622 -20.36998 23.47995 -0.115 -0.029 2.075
C -10.78126 -13.57352 23.96737 -0.382 -0.423 0.518
C -9.41032 -13.24948 23.37101 -0.795 -0.092 1.348
C -9.12382 -13.92349 22.07123 1.082 -1.066 0.350
O -9.96248 -13.42878 21.06002 -0.048 -1.482 -1.196
C -9.73322 -14.06591 19.74216 -0.425 1.661 0.588
N -9.32126 -11.82375 23.27915 0.286 1.126 -0.647
H -10.96012 -12.93165 24.82999 0.001 0.318 -0.238
H -10.90867 -14.56854 24.39375 0.445 -0.392 -0.291
H -11.60255 -13.46410 23.25912 0.110 0.319 -0.136
H -8.64605 -13.47323 24.11527 0.059 -0.820 -0.061
H -9.13156 -14.99934 22.24615 -0.836 -0.329 -0.390
H -8.06638 -13.80602 21.83438 0.398 0.686 -0.393
H -10.52394 -13.65635 19.11357 0.046 0.063 0.006
H -9.81289 -15.15104 19.67701 0.258 -0.005 0.685
H -8.78370 -13.68245 19.36869 0.175 -0.325 -0.085
H -9.71699 -11.60705 22.37552 -0.372 0.593 -0.189
H -8.33828 -11.63162 23.14899 0.284 0.467 0.054
C -8.16878 -9.89474 16.53230 -0.044 -0.193 0.911
C -8.66064 -10.69480 15.32152 0.071 0.917 0.721
C -7.78750 -11.92860 15.00076 0.229 1.500 -0.550
O -6.47762 -11.48212 14.54199 -0.314 -1.285 0.167
C -5.55051 -12.58982 14.52693 -0.510 0.261 0.566
N -10.08254 -11.06495 15.52930 0.391 -0.261 -0.234
H -8.73428 -9.00215 16.79990 -0.245 0.346 -0.918
H -7.12092 -9.60166 16.46767 -0.016 -0.159 -0.152
H -8.33321 -10.41716 17.47471 0.373 -0.772 -0.067
H -8.68046 -9.97054 14.50719 0.769 -0.309 -0.586
H -8.30273 -12.43902 14.18705 0.141 -0.473 -0.132
H -7.69307 -12.58642 15.86473 0.000 -0.029 0.137
H -5.40330 -12.94695 15.54620 0.203 0.140 0.345
H -4.58359 -12.30861 14.10970 -0.252 0.371 -0.038
H -5.90163 -13.48124 14.00713 -0.339 0.201 -0.510
H -10.35453 -11.60296 14.71896 -0.078 -0.620 -0.163
H -10.58696 -10.21289 15.33016 -0.316 0.340 0.520
C -7.41841 -15.74670 15.86539 0.930 -0.427 0.253
C -6.39122 -16.61812 16.64284 -0.215 0.238 -1.036
C -5.31425 -15.85843 17.45968 -2.100 -1.309 0.852
O -6.08644 -15.37523 18.56032 -0.454 0.467 -0.077
C -5.61076 -14.27838 19.27942 1.140 -0.127 -0.395
N -7.08285 -17.63594 17.46268 1.035 0.470 0.273
H -8.08519 -15.14420 16.48223 0.087 -0.113 0.242
H -8.00637 -16.44705 15.27216 -0.117 0.192 -0.107
H -6.88912 -15.08584 15.17893 -0.093 0.039 -0.070
H -5.80495 -17.13614 15.88386 -0.012 -0.202 -0.310
H -4.75949 -15.11379 16.88885 -0.207 0.247 0.039
H -4.66648 -16.63632 17.86388 0.575 0.103 -0.128
H -6.37014 -13.93025 19.97961 0.066 -0.016 -0.160
H -5.26131 -13.49926 18.60194 -0.433 0.502 -0.064
H -4.69680 -14.56763 19.79818 0.147 -0.059 0.662
H -7.02154 -17.27467 18.40386 -0.174 -0.221 0.324
H -8.07379 -17.71866 17.28576 0.066 0.299 -0.349
C -2.53213 -14.95972 23.43658 0.301 0.376 0.096
C -1.76847 -14.74261 22.14566 0.210 0.149 -0.592
C -1.17185 -13.32345 21.93577 0.136 -0.245 0.094
O -0.52247 -13.11559 20.65857 -1.276 -0.271 0.003
C -1.49423 -12.97912 19.62071 -0.058 -0.114 -0.145
N -0.72358 -15.74909 22.06748 -0.387 -0.197 -0.089
H -3.42067 -14.32866 23.41726 -0.126 -0.196 0.354
H -1.93182 -14.74264 24.32010 0.094 0.400 0.072
H -2.76069 -16.02074 23.53699 -0.377 0.060 -0.266
H -2.50499 -14.95052 21.36951 0.033 0.047 -0.388
H -0.39713 -13.21580 22.69493 0.167 0.150 -0.073
H -1.88543 -12.51231 22.08054 -0.358 -0.003 0.061
H -1.02102 -12.76897 18.66153 0.362 -0.221 0.214
H -2.22170 -12.17780 19.75016 0.321 0.475 0.646
H -2.15496 -13.83877 19.50880 0.318 -0.490 -0.009
H -0.29398 -15.80332 22.97995 0.500 -0.115 -0.128
H -0.05485 -15.52653 21.34403 0.252 0.038 0.142

58
Properties=species:S:1:pos:R:3:forces:R:3 method="wB97M-V/def2-TZVPD" e_lumo_ev=0.53 molar_mass_g_mol=455.4 de_lowest_kcal_mol=0.0 smiles="CC(=O)N[C@H]1[C@H](OCc2ccccc2F)O[C@H](COC(C)=O)[C@@H](OC(C)=O)[C@@H]1OC(C)=O" max_force_ev_per_a=0.8
C -3.89317 -4.15139 -1.29384 -0.125 -0.098 0.229
C -3.28750 -3.33606 -0.17432 0.058 -0.019 -0.534
O -3.54814 -3.48596 0.99564 -0.177 -0.153 0.454
N -2.41332 -2.38734 -0.61256 0.301 0.199 -0.138
C -1.70191 -1.51498 0.28691 0.248 0.170 0.345
C -0.19299 -1.83482 0.24275 -0.453 -0.647 -0.073
O 0.42395 -1.28156 1.35535 -0.130 0.254 0.047
C 1.60218 -1.93887 1.80968 0.124 0.013 0.083
C 2.78940 -1.74687 0.90011 0.016 0.194 0.240
C 3.01126 -2.56717 -0.19920 0.210 0.103 0.051
C 4.07910 -2.34600 -1.05121 -0.059 -0.173 -0.119
C 4.95462 -1.29891 -0.81573 -0.045 0.031 0.056
C 4.76894 -0.47932 0.28287 -0.059 0.072 0.147
C 3.69406 -0.71565 1.11930 0.099 -0.312 -0.169
F 3.54450 0.07623 2.20172 -0.083 -0.007 -0.062
O 0.36617 -1.43160 -0.98390 -0.038 -0.094 0.113
C 0.20192 -0.06829 -1.34474 0.216 0.630 -0.080
C 1.57642 0.61129 -1.53146 -0.442 -0.090 -0.656
O 2.04549 1.22370 -0.34283 0.018 -0.149 0.381
C 2.04289 2.57029 -0.29337 0.148 0.214 0.018
C 2.41844 3.06495 1.06788 -0.003 0.011 0.010
O 1.75464 3.26526 -1.23296 0.002 0.131 -0.007
C -0.66954 0.71703 -0.36156 -0.227 -0.418 0.573
O -0.97941 1.95185 -0.99340 0.048 -0.172 -0.364
C -1.02567 3.06434 -0.24216 -0.034 0.354 -0.120
C -1.36623 4.25167 -1.08692 0.004 -0.040 0.084
O -0.80466 3.07922 0.94058 -0.020 -0.030 0.176
C -1.96877 -0.03703 -0.04278 0.348 0.127 -0.615
O -2.59349 0.57206 1.07702 0.090 -0.133 0.348
C -3.48363 1.55230 0.84845 -0.288 0.153 0.129
C -3.90968 2.17954 2.14157 -0.016 -0.007 -0.108
O -3.86053 1.87061 -0.24803 -0.029 0.073 -0.091
H -4.45151 -3.50203 -1.96414 -0.033 0.037 -0.095
H -4.56493 -4.89317 -0.87268 0.008 -0.002 0.009
H -3.11184 -4.65222 -1.86081 0.055 -0.040 -0.090
H -2.16359 -2.34484 -1.58802 -0.108 -0.095 0.011
H -2.07552 -1.72302 1.29578 0.115 0.033 -0.231
H -0.07000 -2.93115 0.23583 -0.038 0.218 0.076
H 1.39499 -3.01153 1.93085 0.020 0.137 0.007
H 1.79602 -1.49125 2.78652 0.017 -0.203 -0.110
H 2.33455 -3.38554 -0.39189 -0.103 -0.090 -0.011
H 4.22860 -2.99376 -1.90156 0.016 -0.059 -0.075
H 5.78583 -1.12349 -1.48148 0.079 0.016 -0.047
H 5.44072 0.33644 0.49888 0.054 0.094 0.045
H -0.30091 -0.06173 -2.32316 0.097 0.046 0.101
H 1.49851 1.37952 -2.30805 0.037 -0.223 0.105
H 2.30401 -0.15104 -1.81893 -0.054 0.076 0.036
H 2.98772 2.31856 1.60933 0.059 -0.029 0.060
H 1.49052 3.25867 1.60737 -0.009 -0.008 0.010
H 2.96765 3.99817 0.98422 0.012 0.025 -0.051
H -0.13944 0.89696 0.58220 -0.120 -0.032 -0.316
H -0.51871 4.45339 -1.73919 0.041 0.007 -0.051
H -2.23533 4.02278 -1.69709 -0.066 0.002 -0.054
H -1.55637 5.11194 -0.45320 0.000 -0.006 0.024
H -2.64255 0.05079 -0.90826 0.190 -0.084 0.197
H -4.05464 1.41333 2.89689 -0.015 -0.024 0.088
H -3.10408 2.83602 2.46798 0.052 0.023 0.042
H -4.81505 2.75969 1.99375 -0.008 -0.008 -0.028

26
Properties=species:S:1:pos:R:3:forces:R:3 method="wB97M-V/def2-TZVPD" e_lumo_ev="-1.15 / -1.43" molar_mass_g_mol=287.0 multiplicity=2 de_lowest_kcal_mol=8.0 max_force_ev_per_a=6.3
C 1.86864 -0.83736 -0.69408 -0.581 -1.611 -0.034
C 1.50226 0.31684 -1.42765 -0.720 -0.158 -0.335
C 0.21024 0.07330 -2.03880 1.390 0.544 0.102
C -0.23932 -1.18118 -1.68514 1.921 -1.216 0.905
C 0.78764 -1.81195 -0.85150 0.692 0.670 -0.903
V 0.05831 -0.15896 0.44546 -1.212 -3.655 -4.084
N 0.19447 -1.44483 1.46415 -0.927 0.650 5.507
C 0.99254 1.06013 1.64733 0.591 3.371 -0.926
C 0.80174 1.98288 0.46615 0.673 -1.945 5.988
H -0.24667 0.71242 -2.75895 -0.393 0.517 0.022
H 2.13649 1.18251 -1.58660 -0.302 -0.259 -0.066
H -1.07271 -1.73286 -2.06639 -0.596 0.199 0.167
H 0.76847 -2.86140 -0.47934 -0.014 1.325 -0.326
H 2.79984 -1.02381 -0.12135 -0.872 0.275 -0.551
H 1.72974 2.35101 0.17851 1.236 0.371 -1.381
H 0.16820 1.04684 2.43119 1.412 0.018 -0.847
H 0.08764 -1.60313 2.57796 0.223 0.038 -3.411
H 0.08777 2.71419 0.75769 -1.173 0.374 -0.812
H 1.95687 0.53425 1.75400 -0.585 0.645 0.619
Cl -4.07000 2.02782 1.55750 -0.180 -0.309 -0.501
C -4.06741 0.62516 0.43062 0.554 0.101 0.052
Cl -4.46219 1.07516 -1.27431 0.182 -0.054 0.772
C -2.67242 -0.06596 0.48970 -2.042 -1.760 0.005
O -2.69108 -1.28818 0.70274 0.242 1.810 -0.358
O -1.68847 0.70708 0.26754 0.544 -0.088 0.480
H -4.81117 -0.08438 0.77326 -0.065 0.148 -0.087